No. 1
{
  "formula": "C40H91N2O18P3",
  "method": "ωB97M-V/def2-TZVPD",
  "max_force_ha_per_bohr": 0.02627,
  "e_tot_ha": -4066.55171,
  "elements": ["C", "H", "H", "H", "H", "H", "O", "H", "C", "H", "H", "H", "H", "H", "H", "C", "O", "H", "C", "H", "H", "H", "H", "N", "H", "C", "H", "H", "H", "H", "C", "O", "O", "H", "C", "H", "H", "H", "C", "C", "C", "H", "H", "C", "H", "O", "C", "H", "C", "H", "C", "H", "H", "O", "H", "H", "N", "H", "H", "H", "H", "H", "C", "P", "H", "C", "O", "C", "H", "C", "H", "H", "H", "H", "H", "C", "H", "O", "H", "H", "H", "C", "C", "C", "H", "C", "H", "H", "P", "C", "H", "H", "H", "C", "H", "C", "O", "H", "H", "O", "H", "H", "O", "H", "C", "H", "H", "H", "H", "C", "H", "H", "H", "H", "C", "H", "C", "P", "H", "H", "H", "H", "H", "C", "C", "O", "H", "H", "H", "C", "C", "H", "H", "C", "H", "C", "O", "O", "H", "O", "O", "H", "C", "H", "H", "C", "H", "H", "O", "H", "O", "C", "C", "H"],
  "xyz": [[-0.236, 6.563, -4.262], [3.100, -6.068, 8.577], [-0.453, -8.381, -6.799], [-8.130, 4.098, 0.181], [-5.015, 3.315, 0.140], [-1.115, -8.390, -8.437], [1.840, 6.604, 6.828], [3.748, -1.596, 0.632], [2.444, -0.882, 2.946], [0.730, 0.404, -3.669], [-0.168, -1.542, -0.422], [2.676, 4.827, 2.108], [3.196, -2.909, -0.382], [1.006, -4.185, -3.619], [2.198, -6.193, -7.195], [2.716, -1.000, 4.311], [0.854, -7.786, -8.210], [3.668, -2.538, 6.642], [-3.060, 2.965, 0.867], [-1.948, 1.517, 3.235], [5.869, -5.049, 7.748], [-3.244, -3.287, 3.145], [1.189, -2.986, 0.564], [2.086, 2.348, 4.764], [-6.484, 6.141, 1.200], [0.338, -3.724, -2.891], [-4.091, -4.847, -4.717], [3.009, 5.689, -0.172], [2.346, 8.385, 6.039], [-0.030, -0.492, 0.969], [1.950, 1.138, -5.288], [-2.817, 3.425, 2.174], [1.066, -5.138, -5.835], [-4.304, -1.029, 3.405], [1.783, 0.583, -3.885], [1.069, -7.967, -9.131], [-0.017, 0.524, 2.519], [-0.568, 4.998, 3.863], [1.859, 7.471, 5.704], [2.571, 2.480, 3.389], [-4.463, -1.627, 2.504], [-0.165, 2.408, 0.646], [-0.621, 6.452, -3.246], [2.932, -1.918, -0.011], [0.981, -10.346, -7.364], [3.453, -5.674, 6.634], [0.547, -1.006, 0.203], [-7.419, 5.719, -1.582], [0.110, -10.102, -7.972], [1.933, 4.015, -2.573], [-1.727, 4.253, 2.292], [-8.700, 5.434, 1.185], [-7.962, 7.063, -0.579], [0.321, 4.194, -4.446], [-1.035, -2.989, -4.391], [-4.110, 4.781, 0.458], [-0.517, 0.492, 4.930], [0.502, 8.456, 4.331], [4.372, -7.063, 7.864], [3.268, -0.237, 4.835], [-5.491, -3.917, -6.331], [1.562, 0.430, -6.022], [-1.052, -3.591, -3.481], [1.522, 4.255, -0.495], [3.377, -0.527, -3.910], [-4.028, 3.771, 0.077], [0.336, -4.492, -1.686], [5.010, -5.081, 8.423], [0.347, -10.350, -9.010], [1.389, -3.020, 3.029], [-0.725, -10.729, -7.655], [0.818, 6.833, -4.187], [-3.459, -3.181, 1.393], [-4.919, -1.532, -5.861], [3.052, -5.512, -5.801], [1.378, 3.144, 2.578], [1.431, 5.774, 6.556], [1.542, 3.459, -1.880], [3.007, 1.302, -5.512], [-5.410, -2.158, 2.611], [-9.143, 5.918, -1.225], [3.961, -6.049, 7.910], [1.701, 4.660, 2.560], [-8.137, 6.011, -0.815], [-0.029, 6.853, 4.858], [2.646, -4.087, -7.365], [-0.031, 4.070, -3.556], [1.014, -0.251, -0.430], [-0.617, 1.253, 3.552], [2.635, -2.201, 6.521], [-4.536, -0.944, 1.657], [2.476, 7.036, 4.906], [2.012, -2.954, 6.999], [2.310, -2.110, 5.057], [2.733, -3.213, -6.718], [0.467, 7.772, 5.180], [-3.715, -4.683, -5.588], [-1.910, -1.405, 2.925], [-0.001, -5.369, -1.892], [0.398, 3.448, 5.893], [2.165, 1.300, -3.153], [-0.771, 7.382, -4.745], [3.048, 4.735, -0.335], [-4.002, -3.471, -7.170], [-7.970, 5.148, 0.421], [1.756, 5.043, 3.584], [4.068, 1.775, 2.070], [3.590, -4.227, -7.894], [-1.462, -4.572, -3.734], [-0.232, -8.631, -7.835], [-1.645, 3.707, 4.341], [1.423, 2.087, -5.397], [-1.728, -3.124, -2.761], [1.869, -3.876, -8.105], [-4.447, -3.618, -6.186], [4.187, -5.662, 6.012], [1.613, -3.119, 4.400], [1.219, 2.537, 0.814], [0.940, 5.232, 2.032], [0.003, -0.369, 4.817], [-3.337, -2.034, -5.237], [1.280, -3.994, 4.943], [-0.144, 8.216, 5.966], [1.590, -1.994, 0.767], [-0.395, 5.273, -5.044], [2.833, 0.207, 2.198], [0.737, -2.744, -2.630], [4.108, 0.994, 3.621], [0.008, 5.377, -6.050], [3.430, 1.329, 2.832], [-0.955, 4.029, 3.560], [3.297, 3.297, 3.427], [5.365, -5.374, 9.412], [-4.375, -2.340, -5.371], [-3.687, 3.782, -0.955], [0.161, 2.970, 3.521], [0.593, 5.400, -0.467], [-6.651, 5.224, 0.960], [0.367, -4.982, -6.479], [-2.071, -1.919, 2.125], [2.442, -0.674, -3.738], [-1.454, 5.008, -5.130], [2.286, -5.317, -6.550], [0.872, -3.824, 2.524], [2.857, -1.266, -0.878], [-3.311, -2.594, 2.299], [2.119, 1.445, 5.211], [2.548, -1.242, 7.028], [-2.514, 1.970, 0.516], [-4.807, -2.490, -4.379], [-1.464, 5.071, 1.467], [1.808, -1.931, 2.261], [0.852, 2.972, 4.896], [4.598, -4.073, 8.485]]
}

No. 2
{
  "formula": "C40H92N4O8S4",
  "method": "ωB97M-V/def2-TZVPD",
  "max_force_ha_per_bohr": 0.19677,
  "de_lowest_kcal_mol": 527.50,
  "e_tot_ha": -3992.02420,
  "elements": ["C", "H", "H", "H", "H", "H", "C", "H", "H", "S", "H", "H", "H", "C", "H", "H", "C", "O", "H", "H", "H", "H", "N", "H", "S", "H", "O", "H", "C", "H", "C", "H", "H", "H", "C", "C", "N", "H", "H", "H", "H", "O", "H", "H", "H", "C", "H", "H", "S", "O", "C", "H", "O", "H", "H", "H", "C", "H", "C", "H", "H", "H", "O", "C", "H", "O", "H", "C", "H", "C", "H", "H", "C", "H", "C", "H", "H", "H", "H", "H", "C", "H", "H", "H", "C", "H", "H", "C", "H", "H", "H", "H", "H", "C", "H", "H", "H", "C", "H", "O", "H", "H", "H", "H", "H", "C", "H", "C", "C", "N", "H", "H", "C", "H", "H", "H", "C", "H", "H", "H", "C", "S", "C", "C", "H", "N", "H", "C", "H", "H", "H", "H", "C", "C", "C", "H", "H", "C", "H", "H", "C", "C", "C", "H", "H", "H", "C", "C"],
  "xyz": [[5.296, -27.289, 4.939], [4.617, -23.164, 5.771], [1.128, -28.802, 6.306], [1.722, -28.891, 1.738], [3.889, -27.649, 5.727], [0.742, -29.817, 4.246], [8.593, -22.042, 1.773], [7.262, -25.720, 1.906], [4.088, -31.072, 7.701], [2.197, -26.364, 4.567], [5.556, -31.736, 7.325], [7.121, -18.925, -1.260], [7.676, -27.851, 8.515], [2.533, -29.454, 1.276], [10.558, -29.568, 3.976], [5.788, -23.610, 7.102], [6.341, -31.554, 0.924], [1.379, -25.279, 5.156], [3.815, -27.807, 1.702], [8.490, -28.303, 3.262], [3.946, -30.045, 5.385], [8.551, -23.384, 3.311], [5.603, -29.559, 7.665], [5.493, -24.298, 5.233], [10.009, -26.966, 6.278], [2.707, -29.657, 5.885], [3.053, -21.601, 7.255], [9.016, -21.783, -0.364], [6.112, -18.772, 1.275], [6.053, -28.777, 3.826], [9.164, -27.931, 4.033], [8.687, -23.825, 1.686], [5.941, -18.110, 0.426], [3.241, -24.340, 9.400], [4.156, -25.018, 6.798], [11.433, -22.709, 4.692], [7.767, -20.228, 0.364], [6.444, -32.565, 1.318], [2.936, -27.857, 8.823], [5.072, -26.723, 5.843], [4.702, -25.678, 7.473], [3.226, -26.077, 3.547], [10.923, -21.808, 4.352], [1.772, -23.516, 8.840], [7.463, -22.321, -0.040], [9.915, -29.076, 4.706], [8.838, -23.103, 1.732], [8.780, -23.337, 5.950], [10.845, -23.042, 7.334], [9.519, -26.919, 7.640], [6.218, -28.559, 1.666], [11.751, -28.482, 5.699], [10.126, -21.953, 7.945], [8.751, -28.436, 7.334], [9.939, -23.972, 3.850], [7.251, -31.015, 1.188], [8.210, -21.632, 0.353], [5.695, -26.773, 2.805], [8.563, -24.268, 2.674], [9.849, -19.122, -0.643], [5.945, -27.512, 1.533], [11.059, -24.891, 4.882], [4.688, -22.247, 9.133], [3.393, -28.805, 8.537], [12.158, -22.893, 3.898], [10.866, -25.937, 5.752], [7.605, -29.456, 3.166], [10.523, -23.948, 4.770], [7.703, -21.936, 2.393], [2.032, -28.822, 5.697], [9.750, -27.239, 3.428], [5.201, -27.531, 8.337], [4.724, -28.375, 7.839], [4.241, -25.453, 5.802], [8.589, -27.056, 5.061], [7.065, -25.639, 6.561], [5.765, -20.509, -0.036], [4.277, -31.392, 1.608], [7.430, -20.581, -1.734], [5.606, -30.645, 5.053], [9.238, -19.443, -1.486], [5.401, -30.871, 2.829], [9.117, -18.719, -2.292], [2.404, -29.173, 0.230], [10.678, -28.551, 5.882], [8.243, -26.063, 4.777], [10.604, -29.116, 6.812], [6.897, -29.359, 6.968], [4.401, -27.782, 4.559], [2.813, -29.361, 7.801], [9.415, -21.489, 2.228], [2.067, -24.467, 6.553], [2.304, -30.508, 1.433], [2.819, -27.537, 5.902], [6.149, -20.812, 1.675], [12.480, -21.522, 6.233], [2.353, -29.324, 3.642], [4.755, -23.616, 6.753], [6.923, -28.769, 6.052], [11.411, -24.090, 8.152], [4.254, -31.749, 5.300], [3.679, -28.940, 2.946], [9.393, -24.942, 2.886], [6.948, -28.628, 0.859], [4.741, -25.685, 3.623], [3.827, -28.884, 1.868], [4.532, -27.983, 6.840], [9.715, -23.884, 6.071], [7.335, -24.661, 6.164], [5.060, -29.466, 1.424], [1.148, -27.476, 2.694], [7.191, -23.883, 6.913], [5.630, -26.294, 3.782], [6.891, -18.390, 1.935], [9.453, -24.852, 6.497], [2.311, -25.823, 7.655], [6.528, -24.337, 4.893], [2.636, -27.136, 6.899], [8.408, -24.682, 5.975], [6.784, -23.305, 4.654], [2.721, -24.869, 7.326], [3.829, -22.552, 7.989], [7.170, -24.907, 2.626], [7.757, -19.788, -1.063], [8.373, -29.553, 8.560], [6.793, -25.416, 3.954], [13.038, -23.078, 6.070], [12.100, -22.524, 6.032], [7.296, -27.762, 3.279], [7.232, -30.353, 6.671], [5.160, -18.702, 1.800], [9.809, -20.255, -1.936], [5.207, -30.842, 1.756], [6.378, -20.193, 0.808], [7.923, -28.759, 7.965], [6.430, -24.208, 2.238], [9.201, -29.859, 4.962], [4.691, -30.804, 5.623], [3.721, -29.438, 9.362], [6.160, -31.554, -0.150], [4.978, -30.835, 7.119], [6.816, -28.713, 3.050], [1.047, -27.656, 3.764], [6.014, -28.104, 5.029], [0.024, -27.363, 4.001], [7.765, -27.633, 5.482], [2.722, -23.947, 8.526], [1.514, -29.048, 4.280]]
}

No. 3
{
  "formula": "C40H92N8O8",
  "method": "ωB97M-V/def2-TZVPD",
  "max_force_ha_per_bohr": 0.11247,
  "de_lowest_kcal_mol": 0.00,
  "e_tot_ha": -2619.07257,
  "elements": ["C", "H", "H", "H", "O", "H", "H", "H", "H", "H", "N", "C", "H", "H", "O", "H", "H", "H", "C", "C", "H", "H", "H", "H", "H", "C", "H", "H", "C", "C", "O", "H", "H", "H", "N", "N", "C", "C", "H", "H", "H", "H", "C", "H", "H", "O", "H", "H", "H", "H", "H", "O", "H", "C", "H", "H", "H", "C", "H", "H", "C", "H", "H", "H", "H", "C", "H", "H", "H", "H", "C", "H", "H", "H", "H", "H", "H", "N", "C", "C", "H", "N", "H", "H", "H", "H", "C", "C", "C", "H", "H", "H", "C", "H", "H", "C", "O", "C", "H", "H", "H", "H", "O", "C", "H", "H", "C", "H", "C", "C", "N", "H", "H", "H", "C", "H", "H", "H", "H", "C", "H", "C", "H", "C", "O", "C", "H", "C", "C", "H", "H", "C", "H", "N", "H", "H", "C", "H", "H", "H", "H", "N", "C", "H", "C", "C", "H", "C"],
  "xyz": [[-2.327, -10.018, -1.589], [-5.200, -3.186, 7.743], [9.219, 6.836, -2.985], [7.002, 7.169, -0.799], [1.019, -0.563, -0.361], [-8.500, -1.159, 5.780], [-1.516, 0.348, 1.520], [-4.515, -0.809, 7.422], [-1.313, 0.421, -4.342], [0.359, 7.527, 0.676], [5.001, -2.609, 2.079], [-1.153, -9.497, -0.776], [-2.642, 3.151, -7.972], [-2.587, 0.599, -3.287], [4.275, -3.328, -6.439], [-0.818, 1.559, -6.072], [2.504, -2.004, -4.827], [-4.894, -0.749, 3.933], [-7.854, -0.291, 5.657], [-1.416, 1.720, -6.969], [-3.571, -0.896, -6.999], [-0.311, -10.158, -0.980], [-0.489, -11.454, 0.930], [1.250, 6.451, 1.753], [-5.083, -3.705, 4.475], [-1.205, -7.367, 1.541], [2.826, -5.093, -7.507], [-3.612, -2.704, 8.060], [-4.763, -2.804, 3.951], [-1.464, -11.045, 1.195], [1.950, 1.262, -1.166], [-4.881, -2.993, 2.884], [-4.979, 7.129, -3.638], [-4.478, 5.118, -2.991], [-2.590, 0.991, -6.754], [-5.786, -1.528, 5.749], [-3.194, 1.087, -5.395], [-0.703, -8.786, 1.558], [1.715, -4.967, -6.201], [-3.218, -9.398, -1.690], [-2.180, -11.695, 0.694], [-2.212, -12.323, 2.847], [3.160, -3.716, -6.023], [-2.632, -0.768, -4.305], [-0.592, 6.415, 1.653], [4.210, -3.768, 3.899], [0.027, -0.030, 2.331], [-0.762, 1.899, 7.826], [-4.025, -3.705, 6.651], [2.144, 4.001, 7.091], [4.499, -1.750, 2.247], [0.782, 3.039, 5.657], [-3.627, 8.817, -3.539], [6.140, -4.618, 2.907], [-2.100, -10.037, -2.654], [-0.876, 1.324, -7.829], [-1.057, 8.693, 4.105], [-4.536, -1.499, 6.579], [-3.686, -2.662, 4.029], [5.439, 5.490, -0.030], [-2.395, 0.295, -4.317], [-4.085, 5.559, -1.270], [-0.576, -9.156, 2.575], [-0.988, -1.113, -0.280], [-7.873, -0.042, 4.596], [9.820, 6.217, -2.319], [-1.724, -0.906, -9.397], [9.890, 3.032, -1.327], [-1.293, -10.887, 3.400], [9.970, 5.192, -0.380], [-4.643, 7.230, -2.606], [-3.500, 8.755, -1.680], [5.624, -5.434, 2.401], [0.629, 2.139, 1.248], [-0.893, -8.459, -0.985], [1.096, 3.908, 8.534], [-4.210, 0.728, -5.554], [-1.088, 8.082, 3.301], [-1.935, -11.294, 2.618], [-5.477, -1.557, 4.374], [6.572, -4.970, 3.844], [-1.551, -9.634, 0.705], [-2.916, -10.824, 2.681], [-3.202, -1.347, -9.014], [-5.413, 7.546, -1.903], [2.901, -3.316, -3.766], [0.116, 8.001, 2.748], [-4.014, 5.841, -2.321], [2.471, -3.091, -4.742], [-2.258, -7.238, 1.795], [-0.914, 3.477, -7.970], [-1.928, 3.727, -6.496], [-2.678, -0.345, -7.295], [-5.968, 0.490, 6.275], [0.272, -8.685, 1.082], [1.095, 0.790, -0.415], [-1.596, 5.305, -2.744], [-0.992, 2.810, 7.272], [6.981, 3.553, -1.130], [-1.477, 3.508, 7.954], [-0.771, -6.768, 2.341], [9.324, 6.783, -0.173], [1.073, 8.709, 3.197], [8.871, 2.934, -0.954], [7.036, 6.488, -2.361], [-0.427, 2.032, -0.013], [9.309, 5.924, -0.844], [-3.652, -1.187, 6.023], [0.321, 7.010, 1.634], [7.920, 3.978, -1.486], [2.629, -4.758, -6.575], [5.380, -2.942, 1.204], [8.983, 2.982, 0.129], [-2.933, 0.412, -9.263], [-2.547, -0.501, -8.809], [-2.633, -11.053, -1.432], [6.943, -4.379, 2.209], [1.407, -3.327, -4.705], [-1.668, 2.583, 6.448], [-4.308, -2.826, 7.230], [10.807, 6.679, -2.284], [-3.540, 8.222, -2.630], [0.051, -1.905, 0.911], [-6.520, -0.448, 6.319], [-2.298, 7.415, -2.828], [-1.738, 3.099, -7.366], [9.893, 5.225, -2.765], [-0.442, 0.221, 1.380], [0.384, 3.248, 6.743], [4.869, 6.457, -1.449], [7.705, 3.944, -2.554], [0.181, 1.377, 0.611], [5.285, 4.871, -1.759], [7.991, 5.308, -0.841], [-1.847, -0.948, -6.930], [-8.529, 0.457, 6.072], [5.558, 5.691, -1.094], [-1.019, -6.817, 0.619], [-3.328, 2.150, -5.196], [-6.459, -1.737, 3.936], [8.544, 1.897, -1.031], [1.270, 3.782, 7.547], [-0.154, -0.961, 0.405], [-1.772, 7.348, 3.178], [6.958, 6.207, -1.310], [-2.504, 6.140, -2.653], [-6.671, -0.693, 7.370], [5.051, -3.568, 3.007]]
}